Molecular formula: C18H23InN2O5PS
Method: DFT, wB97M-V/def2-TZVPD

Each line ends with the Löwdin charge.
Atoms and positions in Å:
C (-0.37113, -0.40598, 5.91682)  -0.1299
C (0.11514, 0.85564, 5.08254)  -0.2846
C (0.10603, 0.60240, 3.49394)  -0.2759
C (1.19787, 1.60231, 2.88152)  -0.4546
C (0.86700, 2.10539, 1.41408)  -0.1793
In (3.20363, 0.61785, 3.12940)  0.4616
N (4.84125, 2.07116, 3.03516)  -0.0767
C (5.14459, 2.32701, 4.16726)  -0.9852
S (5.34022, 2.55901, 5.80168)  0.4214
P (3.57838, -1.39936, 1.61788)  0.5855
N (1.99564, -2.09814, 1.20018)  -0.2971
O (4.34458, -2.55934, 2.64861)  -0.4698
H (0.48058, -0.76117, 6.57621)  0.0687
H (-1.21664, -0.04672, 6.58718)  0.0604
H (-0.74042, -1.24641, 5.25058)  0.0664
H (-0.52282, 1.77663, 5.24430)  0.1008
H (1.17361, 1.17712, 5.33504)  0.0644
H (-0.92194, 0.72295, 3.04425)  0.1056
H (0.52467, -0.44492, 3.32304)  0.0694
H (1.19004, 2.51579, 3.56170)  0.0708
H (0.60173, 1.27621, 0.69614)  0.0286
H (1.74866, 2.68806, 0.99195)  0.0651
H (0.00110, 2.84614, 1.45012)  0.0650
H (3.25999, -0.01028, 4.83519)  -0.0592
H (1.38388, -1.34266, 0.86850)  -0.0232
H (1.57065, -2.54325, 2.02342)  0.0129
H (3.68875, -2.89371, 3.29718)  0.0179
C (1.01310, -2.04887, -1.92451)  0.0287
C (1.20646, -2.56376, -3.13834)  0.0209
C (0.83003, -1.81679, -4.35865)  -0.3867
O (1.00416, -2.28723, -5.46748)  0.0893
C (0.23162, -0.47405, -4.18093)  0.0156
C (0.03776, 0.04223, -2.96758)  0.0247
C (0.41437, -0.70587, -1.74730)  -0.3468
O (0.23806, -0.23227, -0.63983)  0.0730
H (1.28261, -2.58156, -1.01903)  0.0931
H (1.64345, -3.54327, -3.28709)  0.1204
H (-0.03629, 0.05724, -5.08357)  0.1072
H (-0.39839, 1.02074, -2.81912)  0.1123
C (-3.41399, 0.43316, -5.94928)  0.0280
C (-4.63361, -0.10091, -5.98216)  0.0215
C (-5.48450, -0.14735, -4.77140)  -0.3879
O (-6.59608, -0.63602, -4.80042)  0.1041
C (-4.92805, 0.42383, -3.52407)  0.0244
C (-3.70822, 0.95796, -3.49137)  0.0312
C (-2.85819, 1.00425, -4.70203)  -0.3731
O (-1.74621, 1.49287, -4.67320)  0.0740
H (-2.77762, 0.47499, -6.82445)  0.1243
H (-5.05594, -0.52228, -6.88579)  0.1217
H (-5.56398, 0.38195, -2.64884)  0.1237
H (-3.28557, 1.37930, -2.58746)  0.1273

As for the largest force on an atom: 2.0 eV Å⁻¹. As for the frontier orbital gap: 3.2 eV. The calculation puts the molecular weight at 525.25 g/mol. The value obtained for the total energy is -2115.02152 a.u. Its charge is -1.


Molecular formula: C18H23KO9PS
Method: DFT, wB97M-V/def2-TZVPD

Each line ends with the natural charge from an NBO analysis.
Atoms and positions in Å:
K (-0.96160, 0.40897, -0.39673)  0.9052
O (1.34130, -0.48963, -0.70133)  -0.7264
C (1.87520, -0.52263, 0.62227)  0.0489
C (0.63730, -0.70523, 1.63677)  0.7658
O (0.87600, -0.46653, 2.81257)  -0.7213
O (-0.41350, -1.08893, 1.10667)  -0.8032
C (2.68160, -1.75913, 0.86957)  0.0531
C (2.40710, -2.92093, 0.15417)  -0.2208
C (3.05750, -4.10153, 0.45637)  -0.2198
C (3.99180, -4.14383, 1.47897)  -0.2336
C (4.25480, -2.99613, 2.20787)  -0.2205
C (3.60560, -1.81233, 1.90957)  -0.2136
C (2.61310, 0.77677, 0.85227)  -0.0421
C (2.01190, 1.87007, 1.46017)  -0.1732
C (2.66860, 3.08587, 1.53017)  -0.2119
C (3.93550, 3.23447, 0.99357)  -0.2199
C (4.54720, 2.15007, 0.38657)  -0.2380
C (3.88980, 0.93397, 0.31897)  -0.1699
H (2.03290, -0.10803, -1.25743)  0.4792
H (1.65300, -2.88863, -0.61863)  0.2307
H (2.81730, -4.99823, -0.09773)  0.2014
H (4.48850, -5.07533, 1.71797)  0.1994
H (4.96030, -3.03073, 3.02707)  0.2016
H (3.78110, -0.91913, 2.48877)  0.2257
H (1.03330, 1.76157, 1.90077)  0.2321
H (2.17990, 3.92657, 2.00347)  0.2051
H (4.44240, 4.18977, 1.04747)  0.2027
H (5.53390, 2.25547, -0.04743)  0.2022
H (4.37100, 0.08497, -0.15153)  0.2046
C (-6.13660, -1.68693, -1.60173)  -0.2552
O (-5.69430, -0.52303, -0.94393)  -0.8338
P (-4.05900, -0.20863, -0.73233)  1.6339
O (-3.55040, -1.69133, -0.28003)  -0.8290
C (-3.57820, -2.01223, 1.09887)  -0.2714
O (-3.50710, -0.47693, -2.23353)  -0.8297
C (-3.60830, 0.55167, -3.19923)  -0.2740
H (-7.22690, -1.65313, -1.60873)  0.1744
H (-5.80520, -2.58873, -1.08173)  0.1758
H (-5.77000, -1.73213, -2.62973)  0.1746
H (-3.68320, -3.09563, 1.17427)  0.1791
H (-4.42810, -1.54093, 1.60127)  0.1642
H (-2.64720, -1.71263, 1.58097)  0.2271
H (-3.13840, 0.17257, -4.10603)  0.1817
H (-3.09470, 1.45647, -2.87783)  0.2283
H (-4.65490, 0.78717, -3.40553)  0.1638
C (-1.06310, 4.43387, -0.53513)  -0.8823
S (-1.36110, 2.94947, -1.56633)  2.3862
O (-1.84220, 3.41737, -2.85213)  -1.0093
O (-0.08420, 2.24427, -1.62833)  -1.0537
O (-2.34860, 2.15077, -0.82293)  -1.0776
H (-0.85400, 5.25687, -1.20223)  0.2273
H (-0.21560, 4.22857, 0.10597)  0.2279
H (-1.96140, 4.62157, 0.03477)  0.2280

As for the largest force on an atom: 2.1 eV Å⁻¹. As for the frontier orbital gap: 8.2 eV. The calculation puts the molecular weight at 485.51 g/mol. The value obtained for the total energy is -2716.51535 a.u. Its charge is -1. For the relative energy (zero: lowest compared OMol25 entry of this formula, charge and spin), the calculation gives 133.6 kJ/mol.


Molecular formula: C18H23N2
Method: DFT, wB97M-V/def2-TZVPD

Each line ends with the natural charge from an NBO analysis.
Atoms and positions in Å:
C (0.42291, 2.34812, -0.88088)  -0.6629
C (0.05021, 1.25146, 0.08393)  0.1259
N (-0.98290, 0.40903, -0.38657)  -0.3065
C (-2.03067, -0.09216, 0.39906)  0.1041
C (-2.43275, 0.29873, 1.66977)  -0.2130
C (-3.59540, -0.29797, 2.18729)  -0.1884
C (-4.30911, -1.25786, 1.44792)  -0.1816
C (-3.90294, -1.62672, 0.15902)  -0.1897
C (-2.77049, -1.01982, -0.37603)  0.0153
C (-2.14926, -1.08751, -1.67103)  -0.0831
C (-1.05682, -0.17464, -1.66554)  0.1820
C (-0.29667, 0.03759, -2.80892)  -0.2341
C (-0.60490, -0.71662, -3.95412)  -0.1903
C (-1.65255, -1.65275, -3.94803)  -0.1787
C (-2.44287, -1.83497, -2.80472)  -0.1641
H (0.62986, 3.23917, -0.27315)  0.2549
H (1.31400, 2.14667, -1.48592)  0.2320
H (-0.41478, 2.57085, -1.54802)  0.2670
H (-0.24772, 1.68736, 1.04779)  0.2562
H (-1.86504, 1.04913, 2.21670)  0.2147
H (-3.95060, -0.01145, 3.17664)  0.2365
H (-5.19349, -1.71914, 1.88614)  0.2368
H (-4.43181, -2.36505, -0.44211)  0.2326
H (0.49533, 0.77928, -2.80787)  0.2182
H (-0.02107, -0.57269, -4.86453)  0.2363
H (-1.85224, -2.24141, -4.84379)  0.2366
H (-3.26820, -2.54568, -2.76668)  0.2317
C (4.17593, -0.40493, 0.90815)  -0.6085
C (2.83860, 0.17825, 1.34079)  0.0874
C (2.22171, -0.69415, 2.42714)  -0.6190
C (3.04800, 1.59613, 1.87027)  -0.6240
N (1.94009, 0.12561, 0.17006)  -0.6002
H (4.65928, 0.23127, 0.15665)  0.2142
H (4.84212, -0.48941, 1.77756)  0.2372
H (4.03001, -1.40147, 0.47619)  0.2320
H (1.24513, -0.31250, 2.74979)  0.2006
H (2.09324, -1.72034, 2.06442)  0.2307
H (2.88358, -0.71232, 3.30133)  0.2326
H (2.09230, 2.08414, 2.10081)  0.1967
H (3.64227, 1.55119, 2.79240)  0.2381
H (3.58843, 2.21367, 1.14135)  0.2153
H (0.95877, 0.36353, 0.49171)  0.3061
H (2.30050, 0.79040, -0.51500)  0.3723

As for the largest force on an atom: 6.5 eV Å⁻¹. As for the frontier orbital gap: 6.5 eV. The calculation puts the molecular weight at 267.40 g/mol. The value obtained for the total energy is -808.90014 a.u. Its charge is +1. For the relative energy (zero: lowest compared OMol25 entry of this formula, charge and spin), the calculation gives 190.3 kJ/mol.


Molecular formula: C18H23N3
Method: DFT, wB97M-V/def2-TZVPD

Each line ends with the natural charge from an NBO analysis.
Atoms and positions in Å:
C (-2.61379, 4.16757, -0.72457)  -0.2606
C (-2.70903, 3.78788, -1.87095)  -0.0086
C (-2.52349, 3.26995, -3.28554)  -0.4903
C (-1.51463, 4.13080, -4.10872)  -0.4108
C (-0.00277, 3.71371, -3.95411)  -0.2307
N (0.25285, 2.73764, -2.86418)  -0.2700
C (0.46065, 3.23378, -1.62983)  0.1359
C (0.67272, 2.37907, -0.52756)  -0.2024
C (0.65674, 0.98380, -0.78246)  0.0314
C (0.83422, 0.01506, 0.37339)  0.0269
C (-0.31582, -0.20604, 1.19569)  -0.2001
C (-0.26024, -1.11008, 2.25883)  0.0917
N (0.89296, -1.75961, 2.51431)  -0.2524
C (0.88768, -2.75196, 3.63583)  -0.2262
C (0.91571, -4.18511, 2.95888)  -0.4161
C (0.56267, -5.34594, 3.96639)  -0.2229
N (-0.37851, -6.30104, 3.35104)  -0.7998
C (2.00192, -1.57153, 1.77749)  0.1069
C (2.02957, -0.67640, 0.68878)  -0.1986
C (0.46657, 0.48736, -2.09946)  -0.2194
C (0.26823, 1.41740, -3.12604)  0.1108
H (-2.55363, 4.56115, 0.28534)  0.2607
H (-3.51860, 3.35949, -3.77167)  0.2750
H (-2.29314, 2.18765, -3.25815)  0.2219
H (-1.81534, 4.09062, -5.17461)  0.2519
H (-1.62557, 5.17772, -3.76330)  0.2467
H (0.41081, 3.38473, -4.92186)  0.2512
H (0.54919, 4.63382, -3.67298)  0.2398
H (0.44832, 4.32543, -1.50348)  0.2672
H (0.83932, 2.81034, 0.46651)  0.2710
H (-1.24133, 0.33843, 0.97088)  0.2637
H (-1.16520, -1.28570, 2.85601)  0.2656
H (1.74818, -2.59863, 4.31513)  0.2448
H (-0.01820, -2.62187, 4.26176)  0.2365
H (0.20768, -4.11189, 2.10424)  0.2028
H (1.95669, -4.29520, 2.57959)  0.2123
H (1.51520, -5.86862, 4.18479)  0.2198
H (0.14029, -4.90874, 4.89190)  0.1934
H (0.14918, -6.91397, 2.73082)  0.3667
H (-1.06477, -5.80365, 2.78858)  0.3476
H (2.87646, -2.16211, 2.08543)  0.2619
H (2.93149, -0.54192, 0.07872)  0.2714
H (0.46590, -0.58498, -2.34363)  0.2714
H (0.12124, 1.08909, -4.16417)  0.2619

As for the largest force on an atom: 1.6 eV Å⁻¹. As for the frontier orbital gap: 6.7 eV. The calculation puts the molecular weight at 281.40 g/mol. The value obtained for the total energy is -863.31309 a.u. Its charge is +2. For the relative energy (zero: lowest compared OMol25 entry of this formula, charge and spin), the calculation gives 0.0 kJ/mol.


Question: Which formula does entry 4 have?
Answer: C18H23N3


Question: Which of these has the highest molecular weight?
Answer: C18H23InN2O5PS